[1]
{
  "formula": "C20H22F2NO",
  "method": "ωB97M-V with the def2-TZVPD basis set",
  "symbols": ["O", "C", "C", "C", "C", "C", "N", "C", "C", "C", "C", "C", "C", "C", "C", "F", "C", "C", "C", "C", "C", "C", "F", "C", "H", "H", "H", "H", "H", "H", "H", "H", "H", "H", "H", "H", "H", "H", "H", "H", "H", "H", "H", "H", "H", "H"],
  "coordinates": [[-1.054, 2.683, 0.470], [0.178, 2.911, 1.125], [0.591, 1.613, 1.830], [1.721, 1.892, 2.807], [2.526, 0.600, 2.981], [2.306, -0.262, 1.744], [1.016, 0.258, 1.106], [0.836, 0.046, -0.336], [-0.628, -0.297, -0.660], [-1.551, 0.531, -1.184], [-2.943, 0.188, -1.436], [-3.854, 1.242, -1.682], [-5.217, 1.012, -1.866], [-5.736, -0.286, -1.825], [-4.837, -1.320, -1.576], [-5.333, -2.606, -1.593], [-3.467, -1.129, -1.385], [1.776, -1.091, -0.737], [3.053, -0.808, -1.246], [3.989, -1.836, -1.411], [3.631, -3.168, -1.153], [2.321, -3.427, -0.775], [1.913, -4.736, -0.681], [1.382, -2.419, -0.541], [-1.381, 3.493, 0.050], [0.963, 3.314, 0.457], [-0.028, 3.664, 1.913], [-0.309, 1.264, 2.353], [2.363, 2.729, 2.473], [1.280, 2.188, 3.769], [3.603, 0.801, 3.087], [2.191, 0.073, 3.889], [3.154, -0.175, 1.045], [2.185, -1.332, 1.989], [0.317, -0.393, 1.497], [1.134, 0.997, -0.796], [-0.888, -1.360, -0.577], [-1.287, 1.572, -1.391], [-3.460, 2.259, -1.707], [-5.884, 1.853, -2.068], [-6.792, -0.492, -1.991], [-2.820, -1.993, -1.225], [3.329, 0.234, -1.459], [5.006, -1.598, -1.736], [4.334, -3.990, -1.297], [0.372, -2.699, -0.251]],
  "forces_ev_per_angstrom": [[-0.002, 0.310, -0.311], [-0.265, -0.198, -0.390], [-0.318, -0.082, 0.491], [0.345, 0.199, 0.431], [0.191, -0.159, 0.552], [0.649, 0.374, 0.082], [-0.830, -0.484, 2.251], [-0.429, -0.025, -2.123], [0.073, 0.179, -0.412], [1.038, -0.194, 0.284], [-1.646, -0.292, -0.176], [0.394, -0.365, 0.127], [-0.013, -0.161, -0.051], [0.568, 0.228, 0.117], [-0.009, -0.679, -0.285], [0.615, 1.167, 0.172], [-0.206, 0.401, -0.094], [-0.025, -0.035, -0.697], [0.049, -0.110, 0.210], [-0.223, -0.034, 0.067], [-0.006, 0.319, -0.168], [-0.431, -0.662, -0.147], [0.394, 1.342, 0.122], [0.557, -0.299, -0.153], [0.211, -0.161, 0.289], [-0.228, -0.249, 0.172], [0.662, -0.488, -0.021], [0.226, 0.304, -0.014], [-0.343, -0.399, -0.043], [0.225, 0.059, -0.316], [-0.454, -0.076, 0.121], [0.159, 0.144, -0.336], [-0.677, 0.103, 0.257], [-0.028, 0.575, -0.296], [0.241, 0.426, -0.109], [-0.030, -0.323, -0.240], [0.036, 0.574, 0.315], [-0.060, -0.528, 0.037], [-0.187, -0.202, -0.067], [0.211, -0.275, 0.095], [0.309, 0.000, 0.065], [-0.303, 0.187, -0.067], [-0.081, -0.508, 0.114], [-0.453, -0.138, 0.062], [-0.276, 0.274, 0.052], [0.367, -0.043, 0.032]],
  "gap_ev": 8.64,
  "charge": 1,
  "lumo_ev": -2.798,
  "smiles": "OC[C@@H]1CCC[N@@H+]1[C@H](/C=C/c1cccc(F)c1)c1cccc(F)c1",
  "mol_weight_g_mol": 330.40,
  "e_above_lowest_kj_mol": 0.0
}

=====

[2]
{
  "formula": "C66H46F7FeGeP3S",
  "method": "ωB97M-V with the def2-TZVPD basis set",
  "symbols": ["Fe", "F", "Ge", "C", "C", "C", "C", "C", "C", "P", "C", "C", "C", "C", "C", "C", "C", "C", "C", "C", "C", "C", "C", "C", "C", "C", "C", "C", "P", "C", "C", "C", "C", "C", "C", "C", "C", "C", "C", "C", "C", "C", "C", "C", "C", "C", "C", "P", "C", "C", "C", "C", "C", "C", "C", "C", "C", "C", "C", "C", "H", "H", "H", "H", "H", "H", "H", "H", "H", "H", "H", "H", "H", "H", "H", "H", "H", "H", "H", "H", "H", "H", "H", "H", "H", "H", "H", "H", "H", "H", "H", "H", "H", "H", "H", "H", "H", "H", "H", "H", "H", "H", "F", "C", "C", "C", "C", "C", "C", "H", "H", "H", "H", "F", "C", "C", "F", "C", "F", "C", "S", "C", "F", "C", "F"],
  "coordinates": [[-0.574, 0.050, 0.558], [1.662, 3.684, -2.683], [1.482, 1.939, -2.369], [-0.321, 1.863, -3.249], [-0.183, 2.369, -4.543], [-1.246, 2.353, -5.428], [-2.468, 1.823, -5.038], [-2.629, 1.349, -3.751], [-1.563, 1.367, -2.846], [-1.943, 0.995, -1.109], [-2.794, 2.558, -0.712], [-1.988, 3.652, -0.406], [-2.548, 4.908, -0.248], [-3.919, 5.076, -0.388], [-4.725, 3.985, -0.685], [-4.167, 2.725, -0.851], [-3.208, -0.310, -1.166], [-3.171, -1.295, -2.150], [-4.026, -2.384, -2.073], [-4.906, -2.507, -1.007], [-4.939, -1.534, -0.017], [-4.091, -0.440, -0.092], [2.513, 1.058, -3.808], [3.297, 1.743, -4.738], [3.821, 1.084, -5.838], [3.551, -0.266, -6.038], [2.782, -0.961, -5.122], [2.274, -0.307, -3.996], [1.258, -1.207, -2.763], [2.388, -2.538, -2.199], [3.756, -2.516, -2.465], [4.560, -3.587, -2.093], [4.006, -4.689, -1.460], [2.656, -4.692, -1.138], [1.859, -3.610, -1.475], [0.092, -2.076, -3.904], [-0.687, -1.247, -4.718], [-1.590, -1.783, -5.624], [-1.738, -3.160, -5.727], [-0.969, -3.990, -4.928], [-0.061, -3.456, -4.019], [2.788, 1.979, -0.828], [3.836, 2.773, -1.314], [5.011, 2.930, -0.604], [5.156, 2.323, 0.634], [4.120, 1.573, 1.147], [2.940, 1.361, 0.420], [1.639, 0.473, 1.333], [1.516, 1.679, 2.725], [1.828, 1.389, 4.047], [1.740, 2.386, 5.016], [1.341, 3.667, 4.671], [1.030, 3.962, 3.347], [1.114, 2.973, 2.384], [2.417, -0.978, 2.105], [3.702, -1.433, 1.833], [4.216, -2.507, 2.546], [3.443, -3.161, 3.493], [2.139, -2.747, 3.728], [1.630, -1.659, 3.039], [0.766, 2.772, -4.866], [-1.117, 2.755, -6.424], [-3.300, 1.797, -5.731], [-3.595, 0.978, -3.433], [-0.913, 3.526, -0.308], [-1.913, 5.755, -0.018], [-4.361, 6.057, -0.272], [-5.795, 4.113, -0.791], [-4.803, 1.884, -1.096], [-2.476, -1.222, -2.979], [-3.995, -3.145, -2.844], [-5.562, -3.366, -0.947], [-5.613, -1.635, 0.825], [-4.115, 0.315, 0.684], [3.487, 2.804, -4.604], [4.426, 1.627, -6.554], [3.930, -0.773, -6.918], [2.572, -2.013, -5.278], [4.202, -1.675, -2.980], [5.620, -3.564, -2.317], [4.629, -5.535, -1.199], [2.224, -5.535, -0.612], [0.815, -3.604, -1.182], [-0.570, -0.173, -4.659], [-2.170, -1.121, -6.256], [-2.445, -3.580, -6.432], [-1.061, -5.066, -5.015], [0.536, -4.128, -3.421], [3.723, 3.289, -2.256], [5.805, 3.541, -1.015], [6.068, 2.451, 1.205], [4.210, 1.161, 2.144], [2.152, 0.398, 4.332], [1.995, 2.155, 6.044], [1.277, 4.436, 5.433], [0.730, 4.964, 3.067], [0.873, 3.208, 1.351], [4.306, -0.958, 1.072], [5.227, -2.842, 2.347], [3.855, -4.001, 4.041], [1.521, -3.262, 4.452], [0.619, -1.323, 3.238], [-1.385, -6.000, 1.280], [-1.289, -4.672, 1.119], [-0.909, -4.173, -0.109], [-0.804, -2.795, -0.256], [-1.067, -1.928, 0.804], [-1.488, -2.473, 2.018], [-1.593, -3.846, 2.186], [-0.714, -4.842, -0.940], [-0.526, -2.406, -1.230], [-1.751, -1.827, 2.846], [-1.909, -4.282, 3.126], [-2.106, 3.348, 7.531], [-2.004, 2.811, 6.329], [-1.617, 1.489, 6.191], [-1.326, 0.766, 7.267], [-1.520, 0.935, 4.933], [-1.145, -0.340, 4.827], [-1.797, 1.674, 3.787], [-1.721, 0.951, 2.213], [-2.165, 3.005, 3.950], [-2.403, 3.761, 2.886], [-2.273, 3.571, 5.204], [-2.617, 4.847, 5.332]],
  "forces_ev_per_angstrom": [[-0.117, -0.906, 0.535], [-0.097, -0.071, -0.125], [0.501, 0.201, -0.571], [-0.031, -0.169, 0.835], [-0.012, 0.025, 0.026], [0.010, 0.013, -0.073], [-0.065, 0.023, -0.060], [0.039, 0.113, 0.136], [0.332, 0.045, -0.109], [-0.974, 0.478, -1.010], [0.154, -0.081, 0.184], [-0.001, -0.044, -0.011], [0.034, 0.024, 0.001], [-0.012, -0.024, -0.004], [-0.034, 0.016, 0.025], [0.024, -0.005, -0.011], [0.036, -0.016, 0.237], [0.049, -0.011, -0.055], [-0.014, -0.049, 0.022], [0.031, -0.031, -0.025], [0.020, -0.009, 0.031], [-0.033, 0.017, -0.057], [-0.244, -0.208, 0.184], [0.031, 0.103, 0.193], [-0.004, 0.033, -0.001], [-0.010, -0.053, -0.072], [0.000, 0.113, 0.051], [0.036, -0.026, -0.070], [0.161, -0.027, -0.129], [-0.014, 0.100, 0.022], [0.028, -0.060, -0.017], [-0.052, 0.030, 0.007], [0.095, -0.001, 0.074], [0.031, 0.039, 0.122], [0.048, 0.007, -0.142], [0.004, 0.104, 0.039], [0.093, -0.058, -0.096], [0.030, 0.041, 0.023], [-0.029, 0.007, -0.002], [0.002, -0.043, 0.059], [-0.044, 0.063, -0.010], [-0.559, -0.325, -0.039], [0.095, -0.038, 0.090], [0.006, 0.025, -0.026], [0.131, 0.064, 0.019], [-0.112, -0.016, 0.007], [-0.037, 0.099, -0.432], [1.086, 0.586, 0.674], [-0.232, -0.020, -0.084], [0.003, 0.000, -0.047], [-0.003, -0.026, 0.028], [-0.004, -0.013, 0.069], [-0.003, 0.022, -0.056], [-0.019, -0.027, 0.021], [-0.353, -0.183, -0.155], [-0.008, -0.018, -0.051], [0.040, -0.070, -0.107], [-0.001, -0.035, 0.001], [-0.016, 0.006, 0.035], [0.032, 0.040, -0.025], [-0.023, 0.027, -0.025], [-0.004, -0.031, 0.010], [0.012, 0.015, 0.025], [-0.017, 0.002, -0.033], [-0.033, 0.015, 0.016], [-0.025, -0.008, -0.007], [0.014, -0.017, 0.021], [0.031, 0.004, -0.002], [0.010, 0.025, -0.008], [-0.043, -0.030, 0.063], [0.014, 0.043, 0.018], [0.006, 0.031, 0.016], [-0.001, 0.028, -0.051], [0.013, -0.053, 0.026], [-0.028, -0.045, -0.049], [-0.030, -0.022, 0.024], [0.021, 0.028, 0.059], [-0.001, 0.006, 0.008], [-0.007, -0.003, -0.030], [-0.029, 0.003, -0.003], [-0.024, 0.025, -0.011], [-0.009, 0.015, 0.013], [0.995, -0.167, -0.393], [0.032, -0.108, -0.075], [0.015, -0.022, 0.043], [0.035, -0.001, 0.007], [-0.012, 0.030, 0.012], [0.057, -0.026, 0.000], [0.104, -0.038, 0.043], [-0.020, -0.023, 0.025], [-0.051, 0.006, 0.007], [0.025, -0.015, -0.007], [0.008, -0.004, 0.020], [-0.021, 0.000, -0.057], [0.011, -0.025, -0.066], [-0.012, -0.051, 0.014], [0.013, 0.024, 0.029], [0.013, 0.003, 0.012], [-0.031, 0.000, -0.012], [-0.028, 0.044, -0.028], [0.025, 0.023, -0.033], [-0.002, -0.021, 0.030], [-0.006, -0.078, -0.005], [-0.006, 0.068, -0.078], [-0.387, -0.014, 0.082], [-0.526, 0.191, 0.318], [0.286, 0.391, -0.242], [-0.060, -0.138, 0.015], [-0.035, 0.079, 0.092], [-0.065, -0.083, 0.109], [-0.202, 0.100, 0.102], [0.067, -0.007, 0.006], [0.001, 0.012, -0.040], [0.010, 0.101, 0.196], [0.014, -0.054, -0.143], [0.036, -0.033, 0.075], [-0.013, -0.024, 0.051], [-0.049, 0.071, -0.124], [0.050, -0.085, 0.009], [0.396, -0.025, 0.173], [-0.537, -0.075, -0.241], [0.082, -0.076, -0.034], [-0.056, 0.095, -0.099], [-0.032, 0.052, 0.021], [-0.018, 0.070, 0.025]],
  "s_squared": 8.7844,
  "spin_multiplicity": 6,
  "gap_ev": [8.37, 6.23],
  "charge": 1,
  "lumo_ev": [-2.216, -4.407],
  "mol_weight_g_mol": 1225.52
}

=====

[3]
{
  "formula": "C4H12NOP",
  "method": "ωB97M-V with the def2-TZVPD basis set",
  "symbols": ["C", "C", "C", "C", "P", "N", "O", "H", "H", "H", "H", "H", "H", "H", "H", "H", "H", "H", "H"],
  "coordinates": [[0.599, 0.875, 1.199], [0.396, -0.228, 0.150], [1.238, -1.484, 0.487], [0.884, 0.164, -1.268], [-1.590, -0.293, 0.446], [-1.834, 1.289, -0.050], [-2.226, -0.884, -1.034], [0.517, 1.741, 0.740], [-0.150, 0.848, 1.915], [1.639, 0.835, 1.669], [1.089, -2.301, -0.184], [1.043, -1.823, 1.511], [2.268, -1.212, 0.345], [1.131, -0.647, -1.855], [0.324, 0.929, -1.897], [1.863, 0.709, -1.027], [-2.004, 1.900, 0.710], [-2.558, 1.316, -0.824], [-2.628, -1.734, -1.032]],
  "forces_ev_per_angstrom": [[3.546, -3.685, 0.438], [-1.263, -0.843, -0.445], [-1.216, 0.727, 0.789], [0.364, 3.976, 1.545], [1.453, -1.841, -1.887], [-1.283, 0.272, -1.996], [0.998, 1.358, 0.687], [-0.302, 4.352, -2.146], [-1.200, -0.187, 2.048], [-1.395, -0.110, -0.379], [-0.507, -0.592, -0.512], [0.265, -0.001, -0.104], [0.705, 0.190, 0.351], [0.291, -1.872, -1.230], [0.159, -1.063, 1.112], [-0.923, -0.689, -0.614], [-0.533, 0.846, 0.424], [1.209, 0.228, 1.527], [-0.369, -1.066, 0.393]],
  "gap_ev": 8.96,
  "charge": 0,
  "lumo_ev": 0.904,
  "smiles": "CC(C)(C)P(N)O",
  "mol_weight_g_mol": 121.12,
  "e_above_lowest_kj_mol": 223.0
}

=====

[4]
{
  "formula": "H3PSSi",
  "method": "ωB97M-V with the def2-TZVPD basis set",
  "symbols": ["Si", "P", "S", "H", "H", "H"],
  "coordinates": [[0.336, -0.328, 0.053], [2.588, 0.658, -0.379], [3.770, -0.667, 0.327], [-0.350, 0.662, -0.702], [0.610, -1.696, -0.478], [0.386, -0.207, 1.459]],
  "forces_ev_per_angstrom": [[3.347, -0.081, -1.196], [-1.187, -0.269, 0.096], [0.255, -0.272, 0.148], [-1.249, 0.328, -0.442], [-0.637, 0.300, 0.101], [-0.528, -0.006, 1.294]],
  "gap_ev": 6.52,
  "charge": 0,
  "lumo_ev": -1.249,
  "smiles": "[SiH3]P=S",
  "mol_weight_g_mol": 94.15,
  "e_above_lowest_kj_mol": 29.1
}

=====

[5]
{
  "formula": "H24NeO12",
  "method": "ωB97M-V with the def2-TZVPD basis set",
  "symbols": ["Ne", "O", "H", "H", "O", "H", "H", "O", "H", "H", "O", "H", "H", "O", "H", "H", "O", "H", "H", "O", "H", "H", "O", "H", "H", "O", "H", "H", "O", "H", "H", "O", "H", "H", "O", "H", "H"],
  "coordinates": [[-0.212, -0.648, 0.275], [2.394, 2.667, -0.490], [2.028, 2.059, -1.132], [3.094, 3.120, -0.961], [1.220, -1.137, 3.110], [1.731, -0.755, 3.823], [0.524, -1.627, 3.549], [-1.520, 0.389, -2.719], [-2.151, 0.042, -2.088], [-1.635, -0.156, -3.498], [3.647, -0.965, 0.701], [4.036, -1.723, 1.137], [2.703, -1.085, 0.806], [-2.211, 2.742, -0.304], [-2.536, 3.357, -0.961], [-2.770, 2.889, 0.459], [1.010, -3.124, -2.405], [0.105, -3.413, -2.285], [0.935, -2.212, -2.685], [1.280, 0.505, -2.381], [1.645, 0.297, -3.242], [0.336, 0.557, -2.527], [1.781, -4.099, 0.030], [1.529, -3.913, -0.875], [0.955, -4.286, 0.475], [-3.140, 0.077, -0.531], [-4.055, 0.263, -0.739], [-2.719, 0.936, -0.504], [0.320, 3.584, 1.078], [-0.469, 3.317, 0.607], [1.023, 3.506, 0.433], [-3.027, -1.638, 1.975], [-2.739, -1.004, 1.317], [-2.788, -1.240, 2.812], [-0.398, 1.020, 2.814], [-0.041, 1.481, 2.055], [0.117, 0.215, 2.870]],
  "forces_ev_per_angstrom": [[0.016, -0.024, -0.048], [0.076, 0.356, 0.177], [-0.210, -0.619, -0.374], [0.220, 0.121, -0.026], [0.079, -0.228, -0.219], [0.318, 0.163, 0.198], [-0.183, -0.383, 0.123], [0.529, 0.237, -0.689], [-0.439, -0.278, 0.724], [-0.047, -0.058, -0.314], [0.275, 0.312, -0.096], [0.010, -0.247, 0.042], [-0.300, -0.106, 0.044], [0.056, -0.309, -0.024], [0.019, 0.223, -0.338], [-0.140, 0.126, 0.483], [-0.061, -0.263, -0.359], [-0.343, -0.091, -0.076], [0.172, 0.438, 0.164], [0.621, -0.060, 0.171], [0.302, 0.071, -0.180], [-0.875, 0.073, 0.110], [0.213, -0.293, 0.649], [0.171, 0.378, -0.440], [-0.127, -0.059, 0.221], [-0.031, -0.745, -0.124], [-0.344, -0.086, 0.047], [0.360, 0.853, 0.212], [-0.460, 0.119, 0.625], [-0.277, 0.001, -0.229], [0.641, -0.217, -0.306], [-0.103, -0.389, 0.151], [0.025, 0.283, -0.374], [0.065, 0.149, 0.200], [-0.841, 0.315, 0.162], [0.240, 0.526, -0.168], [0.373, -0.288, -0.117]],
  "gap_ev": 10.26,
  "charge": 0,
  "lumo_ev": -0.195,
  "mol_weight_g_mol": 236.36,
  "e_above_lowest_kj_mol": 110.3
}

=====

[6]
{
  "formula": "C4H12",
  "method": "ωB97M-V with the def2-TZVPD basis set",
  "symbols": ["C", "C", "H", "H", "H", "H", "H", "H", "C", "C", "H", "H", "H", "H", "H", "H"],
  "coordinates": [[-1.893, -1.159, -1.107], [-1.027, -0.369, -2.073], [-1.876, -0.752, -0.058], [-2.980, -1.298, -1.329], [-1.464, -2.116, -0.948], [-1.667, 0.513, -2.332], [-1.011, -0.890, -3.019], [-0.098, -0.172, -1.682], [1.681, 1.524, 1.805], [1.406, 0.132, 1.369], [0.845, 2.166, 1.553], [1.615, 1.515, 2.828], [2.710, 1.751, 1.335], [1.560, -0.061, 0.376], [0.336, -0.143, 1.378], [1.863, -0.639, 1.904]],
  "forces_ev_per_angstrom": [[-0.632, 0.246, 1.855], [-4.515, 0.239, -1.243], [-0.021, 0.135, -0.967], [0.990, 0.273, -0.345], [0.247, -1.273, -0.057], [1.238, -0.002, 0.338], [0.584, -0.335, -0.234], [2.116, 0.724, 0.663], [1.221, -0.124, -2.499], [-2.989, -0.485, 0.390], [0.358, 0.495, -0.823], [0.811, 0.339, 2.719], [-1.701, 0.601, 1.237], [1.128, -0.166, -2.758], [0.031, 0.334, 0.643], [1.134, -1.001, 1.079]],
  "gap_ev": 12.58,
  "charge": 0,
  "lumo_ev": 1.135,
  "smiles": "CC.CC",
  "mol_weight_g_mol": 60.14,
  "e_above_lowest_kj_mol": 96.5
}

=====

> Look up the charge of the fifth one.

0

=====

> What is the formula in the first record?

C20H22F2NO